Molecular formula: C33H52F3O17SY
Method: DFT, ωB97M-V/def2-TZVPD

Each line ends with the Mulliken charge.
CARTESIAN COORDINATES (ANGSTROEM)
Y (-5.48, -1.75, -2.68)  1.779
S (-0.19, 0.11, -1.77)  1.054
F (1.14, 2.51, -1.40)  -0.213
F (0.79, 2.05, -3.49)  -0.188
F (-0.88, 2.73, -2.19)  -0.236
O (6.18, 2.65, 2.50)  -0.313
O (0.82, -0.66, -2.49)  -0.499
O (-1.87, -7.27, -0.84)  -0.313
O (-4.84, -2.69, 1.92)  -0.738
O (-5.12, -1.98, 3.93)  -0.278
O (0.03, 0.12, -0.37)  -0.453
O (6.54, 6.98, -3.75)  -0.337
O (4.76, -3.31, 4.15)  -0.342
O (-2.45, -5.50, -2.20)  -0.651
O (-1.05, 1.32, 6.51)  -0.327
O (-1.11, -0.36, -7.46)  -0.321
O (-2.86, -1.69, -6.78)  -0.625
O (-6.11, 2.01, -0.32)  -0.671
O (5.24, 8.55, -3.09)  -0.520
O (-1.58, -0.21, -2.12)  -0.506
O (0.70, 1.25, 7.89)  -0.579
O (-6.51, 3.13, 1.68)  -0.302
C (-7.46, 4.10, 2.16)  -0.329
C (4.29, 6.73, -4.39)  -0.265
C (-4.94, -2.97, 3.12)  0.552
C (2.68, -3.63, 5.05)  -0.515
C (0.11, -7.88, -1.97)  -0.513
C (6.99, 1.49, 2.28)  -0.339
C (4.16, -3.94, 5.26)  -0.340
C (-5.29, -2.41, 5.25)  -0.371
C (-5.13, -4.31, 3.76)  -0.285
C (-7.73, 3.86, -0.25)  -0.309
C (5.19, 5.99, -5.36)  -0.533
C (-1.65, -0.20, -9.80)  -0.523
C (-0.34, 2.65, 4.78)  -0.491
C (-1.29, 1.57, 5.17)  -0.303
C (0.19, 1.61, 6.85)  0.545
C (-1.60, -6.34, -1.88)  0.457
C (2.55, -3.57, 3.47)  -0.489
C (5.32, 7.51, -3.63)  0.493
C (-4.79, -3.89, 5.10)  -0.565
C (0.86, 2.39, 5.65)  -0.425
C (-0.67, -8.01, -0.69)  -0.361
C (0.27, 1.96, -2.30)  0.615
C (5.50, 1.73, 0.47)  -0.520
C (6.80, 1.14, 0.85)  -0.447
C (5.30, 2.83, 1.42)  -0.310
C (-2.77, -1.05, -9.14)  -0.353
C (-8.33, 4.52, 1.07)  -0.573
C (6.38, 5.75, -4.51)  -0.431
C (-6.61, 2.97, 0.32)  0.478
C (-0.84, 0.45, -8.60)  -0.354
C (3.87, -3.11, 2.99)  -0.239
C (-0.23, -6.53, -2.43)  -0.352
C (-2.26, -1.12, -7.67)  0.476
H (-6.34, -2.45, 5.55)  0.277
H (-2.08, 0.55, -10.47)  0.320
H (2.38, -2.64, 5.40)  0.268
H (3.77, -2.03, 2.93)  0.121
H (4.74, 0.95, 0.48)  0.192
H (-5.30, -4.52, 5.83)  0.345
H (0.33, -5.71, -1.99)  0.225
H (-2.81, -2.07, -9.52)  0.247
H (-3.80, -0.70, -9.22)  0.294
H (5.37, 6.59, -6.25)  0.291
H (3.61, 7.34, -4.98)  0.288
H (-6.81, 4.91, 2.49)  0.273
H (-1.02, -0.87, -10.38)  0.272
H (4.46, -3.60, 6.25)  0.297
H (5.35, 1.91, -0.59)  0.374
H (1.17, -8.11, -1.84)  0.340
H (-4.68, -1.75, 5.85)  0.283
H (-1.19, 1.45, -8.35)  0.278
H (5.77, 3.68, 0.92)  0.258
H (2.02, -4.37, 5.48)  0.324
H (-9.29, 4.12, 1.38)  0.232
H (-1.13, 0.75, 4.46)  0.221
H (-8.53, 5.59, 0.99)  0.352
H (6.48, 4.93, -3.79)  0.248
H (4.27, -3.46, 2.04)  0.333
H (6.89, 0.13, 0.46)  0.363
H (-0.15, -6.30, -3.49)  0.319
H (-3.70, -3.98, 5.19)  0.265
H (-8.15, 3.81, 2.96)  0.289
H (7.60, 1.71, 0.37)  0.236
H (1.57, 1.76, 5.10)  0.191
H (4.24, 2.96, 1.64)  0.326
H (-2.34, 1.88, 5.07)  0.269
H (-4.50, -5.03, 3.24)  0.254
H (-0.08, -7.66, 0.16)  0.277
H (3.93, 5.95, -3.72)  0.222
H (-0.89, -9.08, -0.61)  0.305
H (4.40, -4.99, 5.11)  0.283
H (1.40, 3.26, 6.01)  0.330
H (-0.16, 2.64, 3.70)  0.337
H (8.04, 1.72, 2.48)  0.282
H (-8.41, 3.19, -0.78)  0.283
H (1.69, -2.97, 3.16)  0.342
H (-7.19, 4.59, -0.85)  0.273
H (7.23, 5.55, -5.16)  0.291
H (-0.23, -8.57, -2.75)  0.256
H (0.23, 0.29, -8.76)  0.285
H (-0.61, 3.69, 4.93)  0.247
H (2.47, -4.53, 2.95)  0.225
H (6.62, 0.77, 3.01)  0.228
H (4.81, 5.08, -5.81)  0.317
H (-6.15, -4.68, 3.70)  0.249

Summary:
Energy   -3302.7609 a.u.
Total charge   +2
Lowest unoccupied orbital energy   -11.351 eV
Highest occupied orbital energy   -12.6 eV
Largest force on an atom   0.1143 Eh/bohr
2S+1   1
Energy above the lowest of the compared OMol25 structures with the same formula, charge and spin   1430.3 kJ/mol
Orbital gap   1.26 eV